1.
The following is a quantum chemistry calculation of a 17-piece molecular cluster, C4H32BO24 overall, from the OMol25 dataset.

Values from the calculation:
- LUMO energy: 1.369 eV
- F_max: 0.148 hartree/bohr
- ΔE to the lowest compared entry with this formula, charge and spin: 165.5 kcal per mole

The geometry in ORCA input format:
```
! wB97M-V def2-TZVPD RIJCOSX def2/J DEFGRID3
* xyz -1 1
O -2.425 -1.801 -1.994
C -1.833 -1.275 -1.074
O -1.280 -0.119 -1.024
B -0.473 -0.065 0.184
O -0.516 -1.411 0.822
C -1.412 -2.014 0.139
O -1.298 -3.197 0.233
O -1.009 1.076 1.026
C -0.055 1.821 1.351
O -0.201 2.807 2.115
C 1.133 1.376 0.697
O 0.934 0.333 0.031
O 2.217 1.584 1.112
O -0.750 4.199 3.775
H -0.259 3.601 3.178
H -1.299 3.595 4.182
O -4.734 -0.670 -3.874
H -5.617 -1.003 -3.833
H -4.248 -1.027 -3.046
O -3.355 2.290 1.490
H -3.628 1.580 2.094
H -2.454 1.943 1.384
O 1.423 -3.904 1.097
H 0.501 -3.873 0.574
H 1.417 -3.167 1.745
O -1.903 -2.084 3.350
H -1.829 -1.303 3.948
H -1.487 -1.919 2.560
O 1.728 -1.142 -2.265
H 2.590 -1.000 -2.602
H 1.292 -0.317 -2.377
O 0.190 3.801 -1.106
H 0.120 3.209 -1.833
H -0.613 3.881 -0.572
O 4.087 3.945 1.617
H 3.813 3.290 2.305
H 4.040 3.678 0.711
O 1.756 4.644 0.929
H 2.544 4.203 1.388
H 1.397 3.941 0.366
O -4.279 -3.741 -2.355
H -3.376 -3.524 -2.413
H -4.069 -4.552 -1.941
O 0.557 1.864 -2.956
H -0.114 1.164 -3.195
H 1.042 2.319 -3.629
O 2.388 -1.492 2.411
H 3.099 -2.119 2.771
H 2.767 -0.928 1.616
O -1.495 0.211 -4.274
H -2.374 0.815 -4.338
H -1.560 -0.674 -3.795
O -2.443 -5.689 1.026
H -2.713 -5.471 1.881
H -1.815 -5.000 1.087
O 3.513 -1.778 -0.169
H 4.298 -1.857 -0.609
H 3.126 -1.424 -0.945
O 5.199 0.908 0.564
H 5.535 0.499 -0.162
H 4.209 0.992 0.625
*
```

=====

2.
The following is a quantum chemistry calculation of an isolated molecule of C5H7FOS, from the OMol25 dataset.

Values from the calculation:
- SMILES: F[C@@H]1[C@@H]2C[C@H]1SCO2
- LUMO energy: 0.806 eV
- F_max: 0.116 hartree/bohr
- ΔE to the lowest compared entry with this formula, charge and spin: 79.3 kcal per mole

The geometry in ORCA input format:
```
! wB97M-V def2-TZVPD RIJCOSX def2/J DEFGRID3
* xyz 0 1
F 2.536 -0.434 -0.689
C 1.100 -0.344 -0.833
C 0.604 0.922 -0.202
C 0.336 0.068 1.280
C 0.372 -1.260 0.364
S -1.195 -1.449 -0.444
C -1.817 0.445 -0.442
O -0.793 1.439 -0.535
H 1.117 -0.509 -1.845
H 1.182 1.799 -0.131
H -0.625 0.346 1.827
H 1.156 0.287 1.888
H 0.873 -2.139 0.860
H -2.585 0.331 0.453
H -2.259 0.496 -1.552
*
```

=====

3.
The following is a quantum chemistry calculation of C6HO6Pt as an isolated structure, from the OMol25 dataset.

Values from the calculation:
- Expectation value of S²: 2.01
- LUMO energy (alpha / beta): -4.381 / -7.323 eV
- F_max: 0.119 hartree/bohr

The geometry in ORCA input format:
```
! wB97M-V def2-TZVPD RIJCOSX def2/J DEFGRID3
* xyz 1 3
O -3.053 -4.470 0.058
C -2.090 -3.973 0.417
Pt 0.266 0.423 0.062
O 2.296 -1.393 1.410
C 1.202 -1.032 1.136
C 1.511 1.902 0.101
O 2.221 2.819 0.075
C -0.915 2.467 -1.746
O -1.498 3.208 -2.374
C 1.033 -0.367 -1.590
O 1.510 -0.833 -2.529
H 0.129 -1.342 1.322
O -1.650 1.505 2.244
C -0.962 1.088 1.414
*
```

=====

4.
The following is a quantum chemistry calculation of a 7-piece molecular cluster, C42H105N7 overall, from the OMol25 dataset.

Values from the calculation:
- SMILES: CCN(CC)CC.CCN(CC)CC.CCN(CC)CC.CCN(CC)CC.CCN(CC)CC.CCN(CC)CC.CCN(CC)CC
- LUMO energy: 0.737 eV
- F_max: 0.035 hartree/bohr
- ΔE to the lowest compared entry with this formula, charge and spin: 22.2 kcal per mole

The geometry in ORCA input format:
```
! wB97M-V def2-TZVPD RIJCOSX def2/J DEFGRID3
* xyz 0 1
C 29.604 -12.179 -20.796
C 29.302 -13.233 -21.855
N 27.844 -13.465 -21.918
C 27.487 -14.817 -22.316
C 25.980 -15.092 -22.175
C 27.110 -12.439 -22.649
C 27.456 -12.226 -24.129
H 29.320 -11.177 -21.111
H 30.685 -12.107 -20.618
H 29.227 -12.442 -19.809
H 29.666 -12.909 -22.835
H 29.700 -14.230 -21.673
H 27.718 -15.011 -23.372
H 27.977 -15.552 -21.680
H 25.409 -14.592 -22.959
H 25.789 -16.162 -22.164
H 25.620 -14.652 -21.240
H 27.257 -11.496 -22.115
H 26.043 -12.619 -22.504
H 26.942 -12.975 -24.734
H 28.525 -12.230 -24.339
H 27.127 -11.245 -24.476
C 18.467 -12.519 -23.949
C 19.706 -12.099 -23.146
N 19.917 -12.940 -21.986
C 19.074 -12.627 -20.853
C 18.750 -13.883 -20.039
C 21.333 -12.972 -21.609
C 22.278 -13.712 -22.536
H 18.561 -13.602 -24.098
H 18.516 -12.053 -24.932
H 17.511 -12.416 -23.436
H 20.538 -12.056 -23.845
H 19.526 -11.042 -22.877
H 19.452 -11.826 -20.203
H 18.114 -12.305 -21.273
H 17.921 -13.772 -19.342
H 18.486 -14.704 -20.703
H 19.693 -14.167 -19.564
H 21.409 -13.400 -20.607
H 21.706 -11.942 -21.469
H 22.130 -14.789 -22.475
H 23.287 -13.450 -22.207
H 22.282 -13.455 -23.597
C 22.277 -9.060 -21.363
C 23.335 -9.284 -22.438
N 24.525 -8.424 -22.355
C 25.069 -8.248 -21.020
C 25.723 -9.441 -20.313
C 25.548 -8.749 -23.339
C 25.094 -8.359 -24.757
H 21.343 -9.466 -21.752
H 22.070 -8.002 -21.184
H 22.540 -9.501 -20.404
H 23.680 -10.322 -22.300
H 23.000 -9.153 -23.465
H 25.757 -7.396 -20.950
H 24.326 -7.862 -20.311
H 25.939 -9.242 -19.264
H 25.016 -10.270 -20.392
H 26.672 -9.703 -20.787
H 25.943 -9.775 -23.331
H 26.401 -8.130 -23.047
H 24.439 -9.117 -25.184
H 26.015 -8.352 -25.347
H 24.640 -7.373 -24.752
C 18.679 -8.506 -20.882
C 17.610 -8.350 -19.827
N 16.715 -9.498 -19.792
C 15.723 -9.491 -20.864
C 14.817 -10.700 -20.869
C 16.296 -9.949 -18.489
C 15.323 -8.982 -17.780
H 18.303 -8.615 -21.902
H 19.152 -9.484 -20.731
H 19.479 -7.768 -20.864
H 18.064 -8.199 -18.847
H 16.964 -7.474 -19.991
H 16.201 -9.467 -21.844
H 15.104 -8.595 -20.703
H 15.374 -11.588 -21.168
H 13.972 -10.510 -21.534
H 14.350 -10.862 -19.895
H 15.881 -10.954 -18.421
H 17.183 -10.016 -17.852
H 15.803 -8.060 -17.445
H 14.522 -8.717 -18.474
H 14.872 -9.384 -16.870
C 22.377 -18.230 -24.060
C 22.158 -17.429 -22.781
N 21.894 -18.307 -21.641
C 20.584 -18.961 -21.715
C 20.539 -20.188 -20.816
C 22.147 -17.641 -20.367
C 23.636 -17.579 -20.035
H 21.631 -18.976 -24.313
H 23.364 -18.689 -24.136
H 22.367 -17.480 -24.862
H 22.986 -16.764 -22.536
H 21.305 -16.744 -22.940
H 19.814 -18.185 -21.567
H 20.384 -19.258 -22.746
H 20.612 -19.866 -19.779
H 19.634 -20.785 -20.931
H 21.384 -20.829 -21.063
H 21.718 -18.232 -19.560
H 21.748 -16.617 -20.314
H 24.213 -16.871 -20.632
H 24.165 -18.522 -20.179
H 23.634 -17.320 -18.974
C 16.990 -17.260 -22.820
C 16.036 -17.721 -21.679
N 16.136 -16.972 -20.453
C 17.400 -17.125 -19.745
C 17.646 -18.542 -19.225
C 15.672 -15.572 -20.562
C 14.206 -15.523 -20.939
H 16.839 -16.196 -23.022
H 16.739 -17.718 -23.780
H 18.041 -17.451 -22.612
H 15.037 -17.735 -22.118
H 16.239 -18.771 -21.462
H 18.264 -16.844 -20.366
H 17.405 -16.384 -18.945
H 18.579 -18.564 -18.650
H 16.963 -18.739 -18.394
H 17.660 -19.325 -19.975
H 16.339 -15.095 -21.288
H 15.825 -15.140 -19.573
H 13.605 -16.300 -20.463
H 14.008 -15.492 -22.010
H 13.723 -14.623 -20.539
C 15.754 -14.765 -25.269
C 15.582 -13.534 -26.178
N 14.301 -12.867 -26.132
C 14.118 -12.130 -24.880
C 14.735 -10.730 -24.943
C 13.171 -13.682 -26.573
C 11.837 -12.945 -26.490
H 15.698 -14.514 -24.213
H 16.709 -15.274 -25.432
H 15.073 -15.531 -25.650
H 16.335 -12.799 -25.882
H 15.826 -13.840 -27.198
H 13.094 -11.980 -24.558
H 14.618 -12.670 -24.068
H 15.717 -10.735 -25.425
H 14.132 -9.972 -25.442
H 14.975 -10.350 -23.945
H 13.118 -14.662 -26.085
H 13.300 -13.826 -27.651
H 11.416 -12.794 -25.496
H 11.079 -13.533 -27.013
H 11.929 -11.971 -26.972
*
```